(1)
Density functional theory data (the ωB97M-V functional and the def2-TZVPD basis) for C25H26BaN7O2S as an isolated structure.

Cartesian coordinates (Å):
Ba: -0.28 -0.21 1.18
S: -3.69 -4.11 0.43
C: -4.62 -2.88 1.23
C: -5.96 -2.87 1.58
C: -6.47 -1.75 2.19
C: -5.66 -0.64 2.46
C: -4.32 -0.65 2.11
C: -3.79 -1.78 1.49
N: -2.48 -1.92 1.06
C: -2.28 -3.08 0.48
C: -0.98 -3.53 -0.06
C: -0.91 -4.81 -0.61
C: 0.30 -5.31 -1.07
C: 1.43 -4.51 -0.97
C: 1.33 -3.23 -0.43
C: 0.14 -2.66 0.04
H: -6.60 -3.73 1.37
H: -7.52 -1.72 2.47
H: -6.08 0.23 2.94
H: -3.69 0.21 2.31
H: -1.79 -5.44 -0.68
H: 0.36 -6.30 -1.50
H: 2.39 -4.89 -1.31
H: 2.26 -2.67 -0.38
N: 1.97 -0.01 -0.56
C: 2.44 1.32 -0.98
C: 3.99 1.34 -1.00
C: 4.78 2.55 -1.49
C: 4.40 3.08 -2.87
N: 3.19 3.87 -2.74
C: 2.51 4.42 -3.71
N: 1.34 5.00 -3.43
N: 2.96 4.39 -4.98
C: 1.78 2.44 -0.13
O: 2.09 3.62 -0.43
O: 0.96 2.11 0.75
H: 2.68 -0.43 0.03
H: 1.88 -0.64 -1.35
H: 2.06 1.49 -1.99
H: 4.29 0.47 -1.59
H: 4.32 1.13 0.02
H: 5.83 2.26 -1.52
H: 4.71 3.37 -0.78
H: 4.25 2.25 -3.58
H: 5.21 3.70 -3.25
H: 2.74 3.85 -1.76
H: 1.01 4.99 -2.48
H: 0.84 5.55 -4.11
H: 3.89 4.09 -5.17
H: 2.47 4.88 -5.71
N: -7.20 3.07 -1.68
C: -6.17 2.65 -1.40
C: -4.88 2.12 -1.05
C: -4.50 0.84 -1.45
C: -3.26 0.37 -1.06
N: -2.41 1.09 -0.33
C: -2.76 2.32 0.03
C: -3.99 2.88 -0.30
H: -5.17 0.23 -2.04
H: -2.95 -0.63 -1.34
H: -2.04 2.89 0.60
H: -4.24 3.88 0.02

As for the energy relative to the best compared isomer or geometry (same formula, charge and spin): 7.9 kcal per mole. The total energy comes out at -52399.491 eV. Its molecular weight is 625.93 g mol⁻¹. The frontier orbital gap comes out at 7.29 eV. The calculation puts the HOMO energy at -9.97 eV. The largest force on an atom is 0.0063 Eh/bohr. Its total charge is +1.


(2)
Density functional theory data (the ωB97M-V functional and the def2-TZVPD basis) for C25H26CrN9O3S8 as an isolated structure in a non-equilibrium geometry.

Cartesian coordinates (Å):
Cr: -0.21 0.29 -0.32
O: -0.90 1.07 4.02
C: 0.31 0.65 4.46
C: 0.54 0.65 5.83
C: 1.76 0.23 6.34
C: 2.77 -0.20 5.48
C: 2.55 -0.20 4.12
C: 1.32 0.21 3.59
C: 1.10 0.18 2.13
O: -0.11 0.31 1.68
N: 2.13 0.02 1.35
N: 1.79 0.00 0.00
C: 2.83 -0.12 -0.75
S: 2.80 -0.10 -2.49
C: 4.47 -0.84 -2.63
C: 5.33 -0.23 -1.55
S: 4.40 -0.30 0.02
H: -0.92 0.96 3.05
H: -0.25 0.99 6.49
H: 1.92 0.23 7.41
H: 3.72 -0.53 5.88
H: 3.32 -0.51 3.42
H: 4.83 -0.62 -3.63
H: 4.37 -1.92 -2.51
H: 5.55 0.82 -1.77
H: 6.25 -0.78 -1.41
S: -5.57 0.52 -5.27
C: -4.36 0.51 -4.16
S: -4.60 0.89 -2.48
C: -2.95 0.64 -1.97
C: -2.06 0.31 -2.92
S: -0.37 0.08 -2.66
S: -2.71 0.12 -4.54
S: -2.51 0.87 -0.30
N: 0.55 5.12 1.27
N: 0.41 4.13 0.35
N: 0.57 4.33 -0.94
C: 0.44 3.10 -1.42
N: 0.21 2.23 -0.43
N: 0.20 2.90 0.70
H: 0.21 6.00 0.92
H: 0.15 4.84 2.15
H: 0.50 2.84 -2.46
C: 0.56 -4.05 4.95
C: -0.94 -3.80 4.77
C: -1.21 -2.62 3.84
N: -0.80 -2.89 2.46
C: -1.40 -2.45 1.36
S: -0.48 -2.26 -0.07
N: -2.73 -2.20 1.34
C: -3.80 -2.71 2.09
O: -4.82 -2.06 2.18
C: -3.67 -4.08 2.67
C: -4.40 -4.34 3.83
C: -4.39 -5.61 4.38
C: -3.69 -6.63 3.75
C: -2.99 -6.37 2.59
C: -2.97 -5.10 2.04
H: 0.74 -4.72 5.79
H: 1.07 -3.11 5.16
H: 1.00 -4.49 4.06
H: -1.39 -3.56 5.73
H: -1.43 -4.70 4.38
H: -0.63 -1.76 4.20
H: -2.25 -2.34 3.86
H: 0.18 -3.07 2.33
H: -3.01 -1.42 0.72
H: -4.95 -3.53 4.28
H: -4.95 -5.80 5.29
H: -3.70 -7.63 4.17
H: -2.46 -7.18 2.09
H: -2.44 -4.91 1.12

As for the energy relative to the best compared isomer or geometry (same formula, charge and spin): 2.1 kcal per mole. The total energy comes out at -161005.777 eV. As for the expectation value of S²: 3.80. Its molecular weight is 809.07 g mol⁻¹. The frontier orbital gap (alpha / beta) comes out at 6.18 / 6.32 eV. The calculation puts the HOMO energy (alpha / beta) at -6.56 / -6.64 eV. As for the spin multiplicity: 4. The largest force on an atom is 0.0304 Eh/bohr. Its total charge is 0.


(3)
Density functional theory data (the ωB97M-V functional and the def2-TZVPD basis) for C25H26FN4O2Ti as an isolated structure.

Cartesian coordinates (Å):
Ti: -0.59 0.78 1.81
C: 0.89 -0.27 4.41
O: 0.57 -0.45 2.99
C: 0.71 -1.76 2.46
C: 1.46 -2.74 3.07
C: 1.44 -4.02 2.53
C: 0.68 -4.29 1.41
C: -0.06 -3.29 0.79
C: -0.03 -2.00 1.30
N: -0.81 -0.90 0.80
N: -1.72 -1.26 -0.07
C: -2.69 -0.48 -0.48
C: -2.94 0.83 0.06
O: -2.16 1.24 1.05
C: -3.97 1.63 -0.41
C: -4.79 1.13 -1.41
C: -4.65 -0.16 -1.96
C: -5.55 -0.62 -2.93
C: -5.42 -1.89 -3.44
C: -4.39 -2.72 -2.99
C: -3.48 -2.28 -2.04
C: -3.60 -1.00 -1.50
H: 0.44 -1.08 4.98
H: 0.45 0.68 4.72
H: 1.97 -0.24 4.54
H: 2.03 -2.54 3.97
H: 2.01 -4.80 3.01
H: 0.64 -5.29 1.01
H: -0.67 -3.50 -0.07
H: -4.13 2.60 0.03
H: -5.59 1.76 -1.78
H: -6.34 0.03 -3.27
H: -6.12 -2.25 -4.18
H: -4.30 -3.72 -3.38
H: -2.69 -2.93 -1.70
N: 5.06 0.81 -3.17
C: 4.45 -0.01 -2.06
C: 3.07 0.52 -1.64
N: 2.53 -0.16 -0.47
H: 5.99 0.45 -3.43
H: 5.19 1.79 -2.89
H: 4.49 0.80 -4.01
H: 5.15 0.00 -1.23
H: 4.38 -1.03 -2.44
H: 2.37 0.42 -2.46
H: 3.15 1.59 -1.41
H: 3.15 -0.08 0.32
H: 2.40 -1.15 -0.66
F: 2.01 6.05 1.01
C: 1.51 4.82 1.07
C: 1.71 4.08 2.22
C: 1.19 2.80 2.27
C: 0.48 2.28 1.17
C: 0.29 3.06 0.02
C: 0.82 4.34 -0.04
H: 2.26 4.51 3.05
H: 1.38 2.21 3.16
H: -0.29 2.69 -0.81
H: 0.67 4.98 -0.90

As for the energy relative to the best compared isomer or geometry (same formula, charge and spin): 26.3 kcal per mole. The total energy comes out at -62208.644 eV. Its molecular weight is 481.37 g mol⁻¹. The frontier orbital gap comes out at 5.56 eV. The calculation puts the HOMO energy at -15.93 eV. The largest force on an atom is 0.0119 Eh/bohr. Its total charge is +3.


(4)
Density functional theory data (the ωB97M-V functional and the def2-TZVPD basis) for C25H26IrN5O4 as an isolated structure.

Cartesian coordinates (Å):
Ir: 0.60 0.16 0.84
C: 0.36 2.79 2.21
N: -0.38 1.51 2.14
C: -0.61 1.03 3.52
C: -1.71 1.73 1.51
C: -1.53 1.88 0.03
C: -2.29 2.71 -0.77
C: -2.02 2.80 -2.13
C: -0.97 2.08 -2.67
C: -0.18 1.27 -1.86
C: -0.48 1.14 -0.51
H: -0.19 3.50 2.83
H: 0.50 3.19 1.21
H: 1.35 2.61 2.64
H: -1.22 1.75 4.07
H: 0.35 0.90 4.02
H: -1.12 0.07 3.49
H: -2.21 2.59 1.98
H: -2.30 0.83 1.72
H: -3.10 3.29 -0.34
H: -2.62 3.44 -2.76
H: -0.74 2.17 -3.72
H: 0.66 0.76 -2.31
N: 1.57 -0.99 -0.58
N: 2.73 -0.27 -0.99
C: 2.83 1.11 -0.60
O: 3.67 1.78 -1.17
O: 2.05 1.49 0.36
H: 1.85 -1.89 -0.21
H: 0.93 -1.16 -1.35
H: 3.01 -0.43 -1.95
O: -1.99 -2.25 0.01
C: -1.42 -2.32 1.07
N: -1.62 -3.27 2.06
C: -0.60 -3.21 3.10
C: 0.14 -1.94 2.64
O: 1.13 -1.42 3.15
N: -0.44 -1.45 1.54
C: -1.17 -2.97 4.49
C: -0.29 -2.80 5.56
C: -0.79 -2.58 6.84
C: -2.16 -2.52 7.06
C: -3.03 -2.69 6.00
C: -2.54 -2.91 4.71
C: 0.28 -4.46 3.08
C: -0.35 -5.70 3.16
C: 0.38 -6.87 3.16
C: 1.77 -6.82 3.08
C: 2.40 -5.59 3.01
C: 1.66 -4.41 3.01
H: -2.10 -4.12 1.82
H: 0.77 -2.85 5.39
H: -0.10 -2.45 7.66
H: -2.54 -2.35 8.06
H: -4.10 -2.65 6.16
H: -3.22 -3.02 3.88
H: -1.43 -5.75 3.26
H: -0.12 -7.83 3.22
H: 2.35 -7.74 3.07
H: 3.48 -5.54 2.96
H: 2.17 -3.46 2.98

As for the energy relative to the best compared isomer or geometry (same formula, charge and spin): 4.0 kcal per mole. The total energy comes out at -44828.906 eV. Its molecular weight is 652.73 g mol⁻¹. The frontier orbital gap comes out at 8.43 eV. The calculation puts the HOMO energy at -8.21 eV. The largest force on an atom is 0.0162 Eh/bohr. Its total charge is 0.


energy relative to the best compared isomer or geometry (same formula, charge and spin) of number 3 (C25H26FN4O2Ti)? 26.3 kcal per mole


Please write out number 1 again, unchanged.
Density functional theory data (the ωB97M-V functional and the def2-TZVPD basis) for C25H26BaN7O2S as an isolated structure.

Cartesian coordinates (Å):
Ba: -0.28 -0.21 1.18
S: -3.69 -4.11 0.43
C: -4.62 -2.88 1.23
C: -5.96 -2.87 1.58
C: -6.47 -1.75 2.19
C: -5.66 -0.64 2.46
C: -4.32 -0.65 2.11
C: -3.79 -1.78 1.49
N: -2.48 -1.92 1.06
C: -2.28 -3.08 0.48
C: -0.98 -3.53 -0.06
C: -0.91 -4.81 -0.61
C: 0.30 -5.31 -1.07
C: 1.43 -4.51 -0.97
C: 1.33 -3.23 -0.43
C: 0.14 -2.66 0.04
H: -6.60 -3.73 1.37
H: -7.52 -1.72 2.47
H: -6.08 0.23 2.94
H: -3.69 0.21 2.31
H: -1.79 -5.44 -0.68
H: 0.36 -6.30 -1.50
H: 2.39 -4.89 -1.31
H: 2.26 -2.67 -0.38
N: 1.97 -0.01 -0.56
C: 2.44 1.32 -0.98
C: 3.99 1.34 -1.00
C: 4.78 2.55 -1.49
C: 4.40 3.08 -2.87
N: 3.19 3.87 -2.74
C: 2.51 4.42 -3.71
N: 1.34 5.00 -3.43
N: 2.96 4.39 -4.98
C: 1.78 2.44 -0.13
O: 2.09 3.62 -0.43
O: 0.96 2.11 0.75
H: 2.68 -0.43 0.03
H: 1.88 -0.64 -1.35
H: 2.06 1.49 -1.99
H: 4.29 0.47 -1.59
H: 4.32 1.13 0.02
H: 5.83 2.26 -1.52
H: 4.71 3.37 -0.78
H: 4.25 2.25 -3.58
H: 5.21 3.70 -3.25
H: 2.74 3.85 -1.76
H: 1.01 4.99 -2.48
H: 0.84 5.55 -4.11
H: 3.89 4.09 -5.17
H: 2.47 4.88 -5.71
N: -7.20 3.07 -1.68
C: -6.17 2.65 -1.40
C: -4.88 2.12 -1.05
C: -4.50 0.84 -1.45
C: -3.26 0.37 -1.06
N: -2.41 1.09 -0.33
C: -2.76 2.32 0.03
C: -3.99 2.88 -0.30
H: -5.17 0.23 -2.04
H: -2.95 -0.63 -1.34
H: -2.04 2.89 0.60
H: -4.24 3.88 0.02

As for the energy relative to the best compared isomer or geometry (same formula, charge and spin): 7.9 kcal per mole. The total energy comes out at -52399.491 eV. Its molecular weight is 625.93 g mol⁻¹. The frontier orbital gap comes out at 7.29 eV. The calculation puts the HOMO energy at -9.97 eV. The largest force on an atom is 0.0063 Eh/bohr. Its total charge is +1.